# 1
DFT (the ωB97M-V functional and the def2-TZVPD basis) results for a cluster of 2 separate species, C2H10N2S2 in total.

Properties
Multiplicity: 1
F_max (eV/A): 0.77
LUMO (eV): 0.80
Kohn-Sham gap (eV): 9.66

Last column: Löwdin charge in e.
Element x y z (Å)
C: 0.11678 -2.58878 1.23810  -0.479
S: -1.22945 -2.77743 0.03020  0.325
S: -0.37164 -2.30292 -1.75141  0.296
H: -0.17009 -3.24286 2.06359  0.022
H: 0.12909 -1.56553 1.59583  0.012
H: 1.04555 -2.97320 0.82193  0.027
H: -0.53676 -0.97360 -1.70395  -0.235
N: 0.30074 2.56569 0.64916  -0.011
C: -0.33082 1.59038 -0.24003  -0.391
N: 0.53857 1.08538 -1.26547  -0.017
H: 0.47913 3.44395 0.17711  0.056
H: -0.30962 2.76114 1.43339  0.057
H: -0.61190 0.74208 0.40535  0.101
H: -1.24732 1.94062 -0.71437  0.103
H: 0.93792 1.80236 -1.85653  0.070
H: 1.25983 0.49270 -0.88287  0.064



# 2
DFT (the ωB97M-V functional and the def2-TZVPD basis) results for a cluster of 13 separate species, C3H31O14 in total in a non-equilibrium geometry.

Properties
Net charge: -1
Multiplicity: 1
F_max (eV/A): 3.99
LUMO (eV): 2.66
Kohn-Sham gap (eV): 9.20

Last column: Löwdin charge in e.
Element x y z (Å)
C: -1.78593 0.11144 1.25474  -0.156
C: -3.17722 -0.05472 0.62988  -0.251
O: -3.15873 -0.49448 -0.75145  -0.075
C: -1.80214 -0.03161 2.81015  -0.233
O: -0.75954 -0.83737 3.31408  -0.110
H: -1.32216 1.05633 0.93726  0.114
H: -1.15964 -0.71139 0.88289  0.082
H: -3.70122 -0.87771 1.12364  0.099
H: -3.73362 0.86462 0.86248  0.126
H: -2.73872 -1.34857 -0.65338  0.031
H: -1.89285 0.92068 3.30306  0.110
H: -2.71967 -0.66044 2.87569  0.106
H: 0.46023 2.74573 -2.62170  -0.036
H: 1.96739 3.16346 -2.68053  0.096
O: 1.02124 3.46819 -2.41808  -0.081
H: 1.33051 -0.47628 4.12399  0.044
H: 2.26379 -0.83958 2.99320  -0.042
O: 1.83209 -1.21587 3.73590  -0.066
H: -0.38798 4.21387 0.33352  -0.034
H: -1.67431 3.71222 -0.00660  -0.003
O: -1.25656 4.50011 0.24570  -0.002
H: -3.13927 -2.99790 0.40722  0.013
H: -1.81148 -2.54572 0.67412  -0.059
O: -2.25204 -3.23293 0.28438  0.019
H: -0.27325 -2.12012 -2.84937  0.046
H: 0.32828 -1.06787 -3.93588  0.004
O: -0.20672 -1.86467 -3.79886  -0.091
H: 0.24852 1.01715 -3.77355  0.016
H: -1.09464 0.65392 -2.87381  0.075
O: -0.47626 1.32289 -3.25673  -0.046
H: -0.14214 -0.24898 -1.20828  0.060
H: 1.24277 -1.08485 -0.96730  0.016
O: 0.69689 -0.55417 -1.65468  -0.145
H: 1.97066 0.24944 -2.61488  0.006
H: 3.57049 0.52502 -2.73312  0.061
O: 2.67288 0.92435 -2.82519  -0.097
H: 0.76629 -2.27367 0.99564  0.017
H: 2.47638 -2.63838 0.65813  0.016
O: 2.04764 -2.08615 -0.06824  -0.411
H: 2.09711 2.64926 -0.03346  0.022
H: 1.30110 3.70257 -0.70404  -0.012
O: 1.85208 3.56797 0.10789  -0.094
H: 2.73462 -1.00234 0.91423  -0.024
H: 4.08009 -0.43808 1.06069  0.005
O: 3.24431 -0.31979 1.45724  -0.100
H: -0.27633 -1.35937 2.63384  0.028
H: 0.63748 -3.25678 2.19744  0.053
O: 0.09959 -2.72948 1.61212  -0.096



- Which formula does entry 1 have?
  C2H10N2S2



- Among the records above, which one has the lowest LUMO?
  C2H10N2S2



- Which of these has the lowest LUMO?
  C2H10N2S2



- Look up the F_max of the second one.
  3.99 eV/A